Formula: C35H29NiOS7Sb
Source: the OMol25 dataset
Level of theory: ωB97M-V/def2-TZVPD

Calculated values
- LUMO energy (alpha / beta): -0.18 / -0.20 eV
- Relative energy (zero: lowest compared OMol25 entry of this formula, charge and spin): 0.0 kJ/mol
- HOMO level (alpha / beta): -6.11 / -6.23 eV
- Maximum force: 0.5 eV/Å
- E: -162240.339 eV
- 2S+1: 3
- HOMO-LUMO gap (alpha / beta): 5.93 / 6.03 eV

XYZ file:
```
74
Properties=species:S:1:pos:R:3:mulliken_spin:R:1
Ni -0.31152 -0.07183 -0.06417 1.56
S 2.10093 5.88872 -2.91138 0.00
C 1.45490 4.46519 -2.38436 0.00
S 2.22541 2.93595 -2.56630 0.00
C 1.02108 1.95016 -1.77085 0.00
C -0.04063 2.61974 -1.27696 0.00
S -1.38174 1.88123 -0.43420 0.16
S -0.02812 4.34987 -1.51651 0.00
S 1.24709 0.22060 -1.66727 0.20
S 1.09503 0.25148 1.78876 0.04
Sb 0.48443 0.17650 3.97746 0.02
C 0.38063 2.13857 4.68802 0.00
C 1.00354 3.13879 3.94914 0.00
C 0.99565 4.44276 4.42430 0.00
C 0.36884 4.74020 5.62584 0.00
C -0.25702 3.74099 6.35854 0.00
C -0.25303 2.43468 5.89129 0.00
C -1.30586 -0.69427 4.62700 0.00
C -1.33907 -2.00103 5.10587 0.00
C -2.53522 -2.53781 5.56327 0.00
C -3.69164 -1.77068 5.54313 0.00
C -3.66181 -0.47154 5.05644 0.00
C -2.47130 0.06908 4.59545 0.00
C 2.00613 -0.78601 5.05746 0.01
C 1.79275 -1.27060 6.34519 0.00
C 2.82766 -1.89019 7.03046 0.00
C 4.07364 -2.01973 6.43198 0.00
C 4.28754 -1.52859 5.15256 0.00
C 3.25465 -0.91472 4.45789 0.00
H 1.46912 2.90818 2.99790 0.00
H 1.47163 5.22517 3.84883 0.00
H 0.36300 5.75870 5.99139 0.00
H -0.75065 3.97799 7.29187 0.00
H -0.74770 1.65818 6.46407 0.00
H -0.44013 -2.60652 5.12297 0.00
H -2.56252 -3.55382 5.93553 0.00
H -4.62236 -2.18834 5.90451 0.00
H -4.56665 0.12050 5.02673 0.00
H -2.45910 1.08134 4.20815 0.00
H 0.82977 -1.15514 6.82922 0.00
H 2.66136 -2.26826 8.03057 0.00
H 4.88015 -2.50559 6.96517 0.00
H 5.25995 -1.62556 4.68811 0.00
H 3.41758 -0.55433 3.44858 0.00
O -0.88242 -2.02712 -0.57018 0.01
S -0.99730 -3.36229 0.13231 0.00
C -1.66342 -3.03079 1.79012 0.00
C -2.92245 -2.22065 1.81990 0.00
C -4.14461 -2.80269 2.14040 0.00
C -5.30841 -2.04674 2.12246 0.00
C -5.26407 -0.70096 1.77826 0.00
C -4.04839 -0.10550 1.46705 0.00
C -2.89287 -0.86697 1.50196 -0.06
C -2.41739 -4.10793 -0.67320 0.00
C -2.77004 -5.45510 -0.10289 0.00
C -4.09212 -5.73062 0.23258 0.00
C -4.44650 -6.96441 0.75780 0.00
C -3.47642 -7.93501 0.96359 0.00
C -2.15667 -7.67026 0.62706 0.00
C -1.80565 -6.43977 0.09109 0.00
H -0.83002 -2.49949 2.25580 0.00
H -1.77382 -4.00118 2.27675 0.00
H -4.18161 -3.85053 2.41366 0.00
H -6.25331 -2.50963 2.37710 0.00
H -6.17516 -0.11750 1.75237 0.00
H -3.99070 0.94024 1.19419 0.00
H -1.94049 -0.39446 1.27660 0.04
H -2.10936 -4.16287 -1.71932 0.00
H -3.23871 -3.39403 -0.59444 0.00
H -4.84907 -4.97225 0.07360 0.00
H -5.48073 -7.16700 1.00344 0.00
H -3.74908 -8.89719 1.37657 0.00
H -1.39672 -8.42602 0.77413 0.00
H -0.77400 -6.25393 -0.18431 0.00
```


Formula: C9H18Br9O4P
Source: the OMol25 dataset
Level of theory: ωB97M-V/def2-TZVPD

Calculated values
- LUMO energy: -0.69 eV
- Relative energy (zero: lowest compared OMol25 entry of this formula, charge and spin): 42.4 kJ/mol
- HOMO level: -10.03 eV
- Maximum force: 1.3 eV/Å
- E: -657487.467 eV
- 2S+1: 1
- HOMO-LUMO gap: 9.34 eV

XYZ file:
```
41
Properties=species:S:1:pos:R:3:mulliken_charge:R:1
C -1.55158 -3.43469 -1.01517 0.02
Br -2.19410 -2.62862 0.64027 0.05
Br 0.28433 -4.21742 -0.86729 -0.02
Br -1.78626 -2.28075 -2.56091 -0.01
H -2.15702 -4.27497 -1.31856 -0.05
C -0.73444 -2.38339 3.79418 0.12
Br 0.74718 -3.41712 3.01523 -0.02
Br -0.31897 -0.51466 3.93907 0.05
Br -1.23649 -3.27584 5.49209 -0.06
H -1.52099 -2.42168 3.05557 -0.16
C -4.53026 -5.93167 -4.35476 -0.33
Br -3.08990 -6.20011 -3.04951 0.02
Br -6.20368 -6.54932 -3.56038 -0.01
Br -4.28715 -6.70431 -6.12012 0.00
H -4.66539 -4.86697 -4.47087 0.34
C -1.29593 4.37466 1.58215 -1.05
C -0.61021 3.97769 0.27341 -0.15
O 0.76790 3.65684 0.39942 -0.32
P 1.25523 2.44020 1.34867 0.49
O 1.17632 2.75450 2.76488 -0.74
O 2.64700 2.07293 0.65602 -0.12
C 3.61150 3.00163 0.13601 -0.16
C 4.75225 2.28875 -0.56622 -1.19
O 0.36569 1.18739 0.96954 0.03
C 0.37723 0.62634 -0.35171 -0.28
C 0.90559 -0.79395 -0.34403 -0.49
H -0.77256 5.14188 2.15329 0.28
H -2.25983 4.87673 1.44161 0.40
H -1.49541 3.45206 2.12455 0.25
H -1.16160 3.12844 -0.13967 0.13
H -0.64040 4.79820 -0.44433 0.34
H 3.07664 3.65741 -0.55444 0.28
H 3.96565 3.59343 0.98407 0.32
H 5.30502 1.61141 0.08230 0.30
H 4.34553 1.76377 -1.42912 0.31
H 5.47358 3.03846 -0.89102 0.39
H -0.65775 0.62909 -0.70199 0.34
H 0.94228 1.26225 -1.03237 0.34
H 0.52608 -1.39324 -1.16575 0.12
H 1.98488 -0.76272 -0.51139 0.23
H 0.66005 -1.28263 0.59731 0.01
```


Formula: C24H31N5O3PtS2
Source: the OMol25 dataset
Level of theory: ωB97M-V/def2-TZVPD

Calculated values
- LUMO energy (alpha / beta): -0.26 / -0.24 eV
- Relative energy (zero: lowest compared OMol25 entry of this formula, charge and spin): 141.7 kJ/mol
- HOMO level (alpha / beta): -7.55 / -7.53 eV
- Maximum force: 2.9 eV/Å
- E: -63900.876 eV
- 2S+1: 1
- HOMO-LUMO gap (alpha / beta): 7.28 / 7.29 eV

XYZ file:
```
66
Properties=species:S:1:pos:R:3:mulliken_charge:R:1
Pt 1.83685 -0.22850 0.90321 1.01
C -4.69282 2.74027 -0.44417 -1.64
C -3.61804 2.85862 0.64738 1.98
C -3.94717 4.04937 1.55941 -1.66
C -3.65074 1.57898 1.48691 -2.00
C -2.25358 3.07745 -0.00193 0.25
C -2.07203 4.16786 -0.87132 -0.34
C -0.87181 4.41645 -1.50715 -1.39
C 0.18486 3.54598 -1.27847 0.90
S 1.79140 3.53794 -1.94787 -0.39
C 2.13438 2.08231 -1.05047 0.86
N 1.14634 1.65643 -0.32543 0.04
C 0.02998 2.45364 -0.41831 -2.06
C -1.18452 2.23006 0.22831 0.72
C 3.38367 1.35342 -1.09114 1.00
C 4.45842 1.73044 -1.89595 -0.75
C 5.61978 0.98193 -1.88026 -0.75
C 5.69960 -0.14089 -1.06395 -0.69
C 4.62122 -0.51848 -0.27481 -0.24
C 3.44484 0.21977 -0.26827 -0.59
H -5.67152 2.59213 0.01603 0.44
H -4.48477 1.89062 -1.09692 0.38
H -4.74407 3.63857 -1.05952 0.33
H -4.93023 3.90974 2.01342 0.44
H -3.96182 4.98646 1.00150 0.34
H -3.20786 4.13805 2.35708 0.39
H -4.64501 1.44987 1.91667 0.46
H -2.93321 1.62131 2.30773 0.42
H -3.43174 0.70224 0.87422 0.31
H -2.89184 4.84833 -1.06154 0.43
H -0.75736 5.26142 -2.17337 0.39
H -1.23220 1.38677 0.90465 0.62
H 4.37500 2.60606 -2.52913 0.39
H 6.46105 1.27089 -2.49617 0.39
H 6.60902 -0.72806 -1.04908 0.40
H 4.70396 -1.40199 0.34818 0.45
C 1.25416 -2.03424 4.75268 -1.18
S 1.58760 -1.06009 3.28580 1.26
O 2.32218 0.13397 3.64781 -0.58
O 2.36957 -1.97921 2.42210 -0.71
O 0.28342 -0.75848 2.65718 -0.67
H 2.09936 -2.70579 4.87414 0.37
H 0.34829 -2.60409 4.55993 0.31
H 1.13904 -1.38670 5.61624 0.36
C -0.55492 -1.43986 -1.03018 -0.42
N -1.23833 -2.47159 -1.80544 0.14
C -0.25812 -3.10369 -2.69324 -0.70
N 0.85147 -3.70538 -1.95028 0.12
C 1.50442 -2.65583 -1.17544 -0.59
N 0.56154 -1.99776 -0.24602 0.55
C 0.00494 -3.04739 0.64903 -0.77
N -0.66531 -4.09960 -0.10640 0.16
C -1.74286 -3.49456 -0.88699 -0.62
C 0.30093 -4.69829 -1.02696 -0.66
H -1.26198 -0.97063 -0.34227 0.03
H -0.16465 -0.68091 -1.71256 0.11
H 0.13915 -2.35135 -3.37812 0.35
H -0.75902 -3.88126 -3.27347 0.34
H 1.90562 -1.90455 -1.85920 0.15
H 2.32311 -3.07920 -0.59086 0.14
H -0.70107 -2.58224 1.33032 0.16
H 0.82043 -3.47024 1.22801 0.19
H -2.46426 -3.04098 -0.20415 0.31
H -2.24225 -4.27254 -1.46840 0.35
H -0.19419 -5.48190 -1.60451 0.32
H 1.11375 -5.14101 -0.44820 0.33
```